(1)
A molecular structure, C19H26F3N2O2SiTc, computed with ωB97M-V/def2-TZVPD.

The geometry in XYZ format:
```
54
Properties=species:S:1:pos:R:3:forces:R:3
Tc 0.7790 0.9466 0.5667 -0.32 0.66 0.36
F -0.0719 3.4858 1.9826 -0.03 -0.13 -0.08
C 0.9428 2.6388 1.7277 0.09 0.07 0.09
F 1.8632 3.3775 1.0084 0.00 0.04 0.04
F 1.5271 2.3741 2.9185 0.00 -0.08 -0.08
N 3.5312 -1.5887 -2.4297 0.03 -0.07 -0.06
C 3.9895 -0.8076 -1.2365 -0.12 0.11 0.04
C 2.7153 -0.3077 -0.5646 -0.14 -0.04 -0.10
O 2.8069 0.5133 0.3930 0.17 -0.20 -0.29
O 1.6203 -0.7046 -1.0170 0.51 -0.25 -0.01
H 3.8789 -2.5457 -2.4441 0.02 -0.01 0.00
H 3.7812 -1.1398 -3.3098 0.00 0.02 -0.01
H 2.4893 -1.5910 -2.3366 -0.05 -0.01 0.01
H 4.6039 0.0315 -1.5513 0.01 0.01 0.02
H 4.5657 -1.4427 -0.5688 -0.02 0.00 0.03
C 1.3901 1.3838 -3.2426 -0.11 0.00 0.02
Si -0.3855 1.4381 -2.5497 -0.11 0.00 0.02
C -1.3558 2.7393 -3.4968 0.13 -0.13 0.09
C -1.2003 -0.2436 -2.7440 0.12 0.18 0.02
C -0.3304 2.0238 -0.7370 0.11 0.07 -0.36
H 1.4850 2.0457 -4.1042 0.00 0.01 -0.01
H 1.6356 0.3739 -3.5828 -0.03 -0.01 -0.01
H 2.1370 1.7034 -2.5110 -0.01 0.02 0.03
H -1.4860 2.4457 -4.5403 0.01 -0.02 -0.01
H -0.8409 3.7018 -3.4851 0.01 0.00 0.02
H -2.3474 2.8883 -3.0674 -0.02 -0.02 0.02
H -1.2195 -0.5271 -3.7991 0.00 0.01 -0.02
H -2.2324 -0.2256 -2.3918 -0.02 0.03 0.00
H -0.6815 -1.0266 -2.1891 0.01 -0.01 0.03
H -1.3410 2.1386 -0.3303 -0.03 -0.05 -0.01
H 0.1044 3.0338 -0.7534 -0.01 0.01 0.01
C -1.2740 0.0835 5.5260 -0.01 0.01 0.02
C -1.6894 1.0913 4.6704 -0.01 0.02 -0.01
C -1.4051 1.0182 3.3147 0.03 -0.10 0.02
C -0.6961 -0.0695 2.8255 0.04 0.03 0.07
C -0.2948 -1.0963 3.6745 -0.01 0.08 0.01
C -0.5806 -1.0108 5.0261 0.02 -0.04 0.00
N -0.4014 -0.1594 1.4145 -0.31 -0.31 0.34
C -1.0691 -1.2589 0.7666 -0.05 0.01 -0.17
C -2.4225 -1.1207 0.4777 0.05 -0.04 -0.01
C -3.1001 -2.1562 -0.1430 -0.02 0.00 0.01
C -2.4342 -3.3299 -0.4709 -0.04 0.00 -0.02
C -1.0906 -3.4712 -0.1630 0.04 -0.02 0.00
C -0.4037 -2.4381 0.4598 -0.03 0.07 0.03
H -1.4947 0.1447 6.5830 0.00 0.01 0.00
H -2.2387 1.9399 5.0550 0.00 0.00 0.00
H -1.7336 1.7952 2.6405 0.02 0.04 -0.05
H 0.2322 -1.9544 3.2774 0.01 0.00 -0.01
H -0.2638 -1.8018 5.6927 0.00 0.00 0.00
H -2.9344 -0.2058 0.7484 0.00 0.02 0.00
H -4.1524 -2.0486 -0.3698 0.00 0.00 0.00
H -2.9673 -4.1377 -0.9538 0.00 0.00 0.00
H -0.5782 -4.3966 -0.3930 0.01 0.00 0.00
H 0.6386 -2.5500 0.7268 0.03 0.01 0.00
```
Forces are in eV/Å.

Computed properties:
* gap between HOMO and LUMO (spin up / spin down): 7.83 / 7.71 eV
* total charge: +1
* E_LUMO (spin up / spin down): -0.1257 / -0.1305 Ha
* 2S+1: 2
* energy: -45423.1119 eV

=====

(2)
A molecular structure, C33H52BrClN7O4PRuS, computed with ωB97M-V/def2-TZVPD.

The geometry in XYZ format:
```
101
Properties=species:S:1:pos:R:3:forces:R:3
Ru 1.4471 -0.8386 0.4279 -0.12 -0.03 0.40
N 0.1905 -2.1314 2.2470 0.07 -0.13 0.01
C 0.0421 -3.4862 1.7231 -0.02 0.05 -0.01
C 1.3344 -3.9489 1.0449 -0.03 0.04 0.04
O 1.6197 -5.1535 1.0524 -0.02 -0.06 0.00
N 2.0157 -2.9603 0.4797 0.06 0.05 -0.05
C 3.2687 -3.3125 -0.1514 0.04 -0.01 -0.05
C 3.9122 -2.0920 -0.8134 -0.04 -0.08 0.04
O 4.8065 -2.2596 -1.6379 0.06 -0.03 -0.02
O 3.4501 -0.9464 -0.4520 -0.01 0.06 -0.07
H -0.6855 -1.6394 2.3610 0.02 0.05 -0.07
H 0.7160 -2.1174 3.1109 -0.05 -0.02 -0.01
H -0.2436 -4.2318 2.4709 0.04 0.01 -0.02
H -0.7350 -3.4660 0.9531 0.00 -0.02 0.03
H 3.9813 -3.7026 0.5871 -0.01 0.01 -0.02
H 3.1477 -4.1021 -0.9002 0.01 0.03 0.01
N -0.4891 -0.1872 0.2154 0.00 0.07 -0.18
P -1.6689 0.7346 -0.0637 0.10 0.07 0.00
N -1.8158 1.3467 -1.6271 0.09 -0.12 -0.02
C -3.0046 1.9632 -2.2061 0.00 0.06 0.02
C -3.2245 1.4800 -3.6369 -0.03 -0.05 0.00
C -2.0710 1.9255 -4.5427 -0.01 0.02 -0.02
C -0.7633 1.9944 -3.7424 0.07 0.00 0.00
C -0.7571 1.0045 -2.5864 0.05 0.04 0.03
N -3.2290 0.0456 0.1160 0.03 0.12 0.13
C -3.5085 -0.4341 1.4783 -0.01 -0.03 0.05
C -3.4093 -1.9511 1.5782 0.01 0.02 0.02
C -4.4988 -2.6164 0.7344 -0.01 -0.01 0.00
C -4.7860 -1.7560 -0.5029 -0.01 0.02 -0.03
C -3.5566 -0.9551 -0.9101 -0.04 0.01 -0.14
N -1.7189 2.0709 0.9746 -0.31 -0.26 0.09
C -2.7488 3.0897 0.9277 0.08 0.12 -0.02
C -3.5855 3.1179 2.2054 0.03 -0.01 -0.02
C -2.6801 3.3150 3.4184 0.01 0.01 0.03
C -1.5849 2.2499 3.4587 -0.03 -0.02 -0.01
C -0.8429 2.1937 2.1242 0.16 0.05 -0.07
H -2.9138 3.0615 -2.2237 -0.01 -0.02 0.01
H -3.8670 1.7328 -1.5794 -0.02 -0.06 -0.03
H -4.1831 1.8486 -4.0105 0.01 0.01 0.00
H -3.2829 0.3884 -3.6332 -0.01 0.05 -0.01
H -2.2902 2.9056 -4.9751 0.00 0.00 -0.01
H -1.9716 1.2307 -5.3798 0.01 -0.01 0.01
H -0.6408 3.0019 -3.3381 0.02 0.02 0.03
H 0.0986 1.8019 -4.3862 -0.01 0.01 0.00
H 0.1999 1.0096 -2.0669 -0.04 0.01 -0.01
H -0.8911 -0.0130 -2.9740 0.00 -0.03 -0.03
H -4.5046 -0.1030 1.8005 -0.02 -0.01 -0.01
H -2.7906 0.0214 2.1566 0.02 0.06 0.05
H -3.4647 -2.2724 2.6211 -0.01 0.01 0.00
H -2.4246 -2.2327 1.2033 0.00 -0.02 0.01
H -5.4128 -2.7426 1.3206 0.00 0.00 0.01
H -4.1767 -3.6165 0.4355 0.01 0.00 0.00
H -5.5978 -1.0519 -0.2979 0.00 0.00 0.01
H -5.1106 -2.3737 -1.3426 0.00 -0.01 0.00
H -3.7594 -0.4478 -1.8530 0.04 -0.01 0.06
H -2.7091 -1.6336 -1.0884 0.00 -0.02 0.00
H -3.3812 2.9427 0.0567 -0.03 -0.04 0.05
H -2.2665 4.0754 0.8107 -0.02 0.00 -0.02
H -4.1261 2.1732 2.2905 -0.03 -0.04 0.01
H -4.3308 3.9162 2.1443 0.02 0.02 0.00
H -3.2590 3.3097 4.3453 -0.01 0.00 0.00
H -2.2117 4.3041 3.3460 0.02 0.01 0.01
H -2.0242 1.2797 3.7064 -0.01 -0.05 -0.08
H -0.8617 2.4740 4.2474 -0.01 0.00 0.01
H -0.1108 1.3871 2.0844 -0.03 0.00 0.02
H -0.2937 3.1440 2.0416 0.07 0.03 -0.05
Br 3.9924 -0.4878 -5.2588 0.02 0.02 -0.02
C 2.7466 -1.4058 -4.1739 -0.04 -0.02 0.01
C 2.3541 -2.6925 -4.4909 0.00 0.01 0.00
C 1.4413 -3.3165 -3.6568 -0.01 0.02 0.01
C 0.9654 -2.6229 -2.5541 0.02 0.05 -0.05
N 1.3543 -1.3870 -2.2598 0.01 -0.06 -0.03
C 2.2417 -0.7859 -3.0449 -0.01 -0.01 0.00
H 2.7655 -3.1960 -5.3550 0.00 0.00 0.00
H 1.1175 -4.3308 -3.8447 0.00 -0.01 -0.01
H 0.2659 -3.0786 -1.8621 0.00 0.00 0.01
H 2.5793 0.1945 -2.7317 -0.01 -0.01 0.00
Cl 5.1225 1.2704 1.2226 -0.02 0.03 0.00
C 4.9177 -0.2241 2.1089 -0.12 0.01 0.05
C 6.0531 -0.9900 2.2965 -0.02 -0.01 0.01
C 5.9793 -2.1775 3.0055 0.02 -0.03 0.03
C 4.7524 -2.5680 3.5295 0.02 -0.03 0.00
C 3.6306 -1.7897 3.3318 0.00 0.08 -0.04
C 3.6494 -0.5872 2.5956 0.14 -0.09 -0.04
C 2.4155 0.1305 2.3096 -0.10 0.03 0.08
H 6.9885 -0.6520 1.8712 0.00 -0.01 0.00
H 6.8628 -2.7866 3.1417 0.01 -0.01 -0.01
H 4.6657 -3.4953 4.0824 0.01 0.00 0.01
H 2.6838 -2.1247 3.7396 0.01 0.01 0.01
H 2.5385 1.1849 2.0857 0.04 0.03 -0.05
H 1.6693 -0.0096 3.0953 0.01 0.04 -0.03
C 2.5861 3.6982 0.7832 -0.03 -0.05 -0.03
S 2.7273 2.8986 -0.8214 0.08 0.02 -0.04
C 1.5301 3.9683 -1.6401 0.02 0.00 0.01
O 2.0536 1.5757 -0.7353 -0.12 0.13 -0.02
H 2.9353 4.7272 0.6968 0.01 0.00 -0.03
H 3.2118 3.1500 1.4805 0.03 -0.03 0.03
H 1.5439 3.6603 1.0901 -0.07 0.00 0.06
H 1.8365 5.0104 -1.5516 0.00 0.01 0.00
H 0.5572 3.7947 -1.1755 0.00 0.00 0.00
H 1.4996 3.6812 -2.6880 -0.02 -0.03 -0.04
```
Forces are in eV/Å.

Computed properties:
* gap between HOMO and LUMO (spin up / spin down): 5.40 / 6.82 eV
* total charge: -1
* E_LUMO (spin up / spin down): 0.0793 / 0.0793 Ha
* ΔE to the lowest compared entry with this formula, charge and spin: 21.6 kJ/mol
* 2S+1: 6
* energy: -158958.0327 eV

=====

(3)
40 unconnected molecules or ions with the total composition H80O40 at a distorted geometry, computed with ωB97M-V/def2-TZVPD.

The geometry in XYZ format:
```
120
Properties=species:S:1:pos:R:3:forces:R:3
H -1.0279 -5.1878 2.9438 1.38 -0.46 0.22
H -2.2793 -4.6106 2.9082 0.08 -0.04 1.53
O -1.6400 -4.9022 3.6164 -1.61 0.31 -1.87
H -2.1410 -0.1976 -1.8241 -0.47 -0.81 0.89
H -3.4017 -0.4007 -2.9596 2.86 1.30 1.44
O -2.5518 0.1001 -2.6275 -2.61 0.17 -2.77
H -2.2914 3.5150 -1.6883 -3.05 -2.03 -1.89
H -1.4417 3.4395 -0.4517 -0.02 -0.02 0.11
O -1.6499 3.9465 -1.2405 3.31 2.90 1.21
H -4.9753 -1.5746 2.8653 0.87 1.09 8.70
H -4.5125 -1.1236 1.6510 2.24 2.14 -1.87
O -5.0908 -1.7067 2.0344 -3.06 -3.30 -6.86
H 0.1426 -3.5592 -2.7908 0.66 -0.40 -0.71
H -0.9960 -3.1449 -2.0138 -9.36 -1.70 0.85
O -0.1785 -2.9594 -2.1343 8.09 0.62 -0.79
H 3.0856 -2.9586 -4.5293 -0.99 -0.92 0.25
O 2.4194 -3.4602 -3.9952 -0.35 -1.78 -0.67
H 1.3696 4.7324 1.5245 -1.78 -0.33 -0.90
O 1.5722 4.9729 2.4151 -16.38 -2.77 2.68
H 0.2249 -3.6036 -0.3041 0.65 -0.29 0.22
H 1.1185 -4.2481 0.7445 5.30 0.04 1.58
O 0.2876 -4.1617 0.4932 -6.85 -0.09 -1.70
H 5.1102 0.1877 2.0002 -0.62 -0.65 -0.59
H 4.9097 0.0650 0.4875 -0.08 -0.30 0.18
O 4.5830 -0.3092 1.3253 1.25 0.62 0.25
H 0.6680 2.6424 0.0372 -2.63 0.33 2.61
H 0.0380 2.7655 1.5928 0.82 -0.41 1.17
O -0.1541 2.8325 0.6684 1.91 -0.20 -3.46
H 3.3087 -2.5494 0.2698 8.13 3.35 0.93
H 2.6184 -3.9066 0.4243 0.57 3.38 -0.77
O 2.5348 -2.8944 0.2005 -7.49 -6.27 -0.38
H 2.9080 5.1777 -1.5939 -2.35 1.86 1.68
O 3.4596 4.7631 -2.1793 3.10 -2.24 -3.59
H 2.4534 -1.4828 -3.2271 -0.93 -1.00 1.45
H 2.1094 -0.2442 -4.1232 1.74 -2.03 -0.18
O 2.7820 -1.0441 -3.9778 -0.75 3.85 -1.43
H -3.1352 -2.5616 -0.9078 0.75 -0.44 -1.40
H -3.4687 -1.9854 -2.3328 2.75 -3.42 1.35
O -2.8128 -2.7238 -1.8574 -3.51 3.14 -0.65
H -1.4878 0.0782 0.7808 -1.14 -0.64 -1.00
H -0.6951 0.1090 -0.3296 0.99 -0.10 -1.20
O -1.6424 0.0353 -0.1995 0.07 0.79 2.12
H 3.9876 1.9301 -1.4199 0.54 -2.98 0.91
H 3.9543 1.0271 -2.4407 -0.09 -1.49 -1.35
O 4.1007 0.8729 -1.5110 -0.47 4.63 0.53
H 2.0550 0.3876 2.5834 -0.70 -0.69 -4.32
H 2.6311 -0.4065 3.7569 0.69 -3.88 0.89
O 2.3307 0.3774 3.4347 0.62 4.12 3.75
H 4.1706 1.2191 3.5042 -1.72 -0.66 -1.22
H 4.7695 1.6604 4.6613 0.06 0.42 3.46
O 4.9530 1.6641 3.7688 1.45 0.30 -2.35
H 2.9100 0.8223 0.2193 1.13 1.45 -1.20
O 2.1952 0.7999 0.8339 -0.67 -1.25 -0.08
H -1.6767 -1.8854 5.2427 0.15 1.78 2.73
H -2.1461 -3.0185 4.5085 -0.20 -1.07 -0.35
O -1.6039 -2.2493 4.4087 -0.07 -0.39 -2.38
H -0.4576 -2.0634 1.7310 0.49 -0.10 -0.64
O -0.0296 -1.3008 1.2847 -1.03 1.06 3.58
H 1.7862 1.0900 -5.9275 1.70 0.41 -2.40
H 1.3238 1.8893 -4.6350 -0.80 -4.12 -2.47
O 1.2508 0.8918 -5.2099 -0.94 3.91 4.84
H 1.3757 -1.2905 -1.2692 6.18 -2.94 1.13
H 0.0059 -1.5842 -1.1938 0.15 0.75 -0.32
O 0.6280 -0.8699 -1.4005 -5.52 4.13 -0.72
H 0.1716 2.0618 4.2431 -0.54 0.29 2.50
H 1.0730 1.6263 3.2612 2.19 -1.23 -0.33
O 0.2800 2.0882 3.3314 -2.25 -0.06 -3.36
H -4.6753 3.2829 -0.7736 0.90 -2.84 0.36
H -4.8998 4.3546 -1.8068 0.25 1.47 -7.54
O -4.9056 4.1329 -0.9800 -1.44 1.69 7.16
H -0.2359 1.1418 -2.7299 0.54 0.80 -0.12
H -1.1587 2.0779 -3.4396 0.59 0.17 -0.11
O -0.2399 2.0621 -3.0836 -1.65 -2.17 0.54
H -2.4900 1.7676 0.5378 6.42 -6.05 2.02
H -3.4891 1.9297 -0.4484 0.43 0.08 0.48
O -3.0667 2.3503 0.3230 -7.02 5.35 -2.38
H 4.8518 -2.8748 -2.7421 -0.93 -1.27 1.23
H 4.6021 -1.5608 -3.4467 -0.53 0.43 -0.11
O 5.2350 -2.2645 -3.3248 1.54 0.80 -1.18
H 4.5707 4.5530 0.3750 -3.61 0.58 0.20
H 3.0119 4.0750 0.7696 1.54 0.66 -0.61
O 3.5543 4.8312 0.4154 2.17 -1.49 0.69
H -0.7771 -1.3320 -4.2550 3.88 3.57 11.50
H -0.3225 -1.6376 -5.7448 0.57 0.48 1.16
O -0.9457 -1.5520 -5.0221 -4.57 -4.05 -12.57
H 1.2040 4.0441 4.1884 -1.17 0.16 -0.34
H -0.2724 3.8480 4.8505 -0.80 0.76 -0.96
O 0.6575 3.7622 4.9352 1.95 0.40 2.55
H -4.7841 -4.4874 -0.5645 2.69 -4.62 -0.73
O -4.2483 -5.4870 -0.5801 -4.85 4.51 4.86
H -2.6674 0.5487 5.9770 -3.75 -1.33 -1.35
H -1.7942 1.6252 6.0429 0.94 9.74 -2.52
O -1.8583 0.8181 6.2534 2.80 -8.45 3.80
H 2.3355 -0.1703 0.8717 -1.18 0.03 0.68
H 2.1178 -4.3128 -4.4287 1.12 1.76 0.43
H -0.2556 -0.6491 2.0553 1.10 -1.24 -1.79
H 2.3362 5.0897 2.2918 17.96 3.38 -1.56
H 3.3272 4.9425 -3.1403 -0.62 0.08 1.60
H -3.7908 -5.5949 -1.3393 2.13 0.16 -4.12
O 1.7260 -4.7641 3.0697 2.29 -2.46 1.61
H 2.4224 -5.3956 3.6670 -3.28 2.22 -3.04
H 1.2276 -5.2789 2.3786 1.02 0.10 1.51
O -2.7584 -2.9423 0.5918 0.18 -4.02 0.62
H -3.4009 -3.6799 0.9972 2.18 2.30 -1.44
H -2.0536 -3.4880 0.0249 -2.22 1.37 2.25
O 1.2458 -2.0988 4.6034 -0.03 4.15 -3.18
H 1.1411 -1.6181 5.3788 -0.23 0.17 2.36
H 1.4090 -2.9754 4.5597 0.54 -4.25 0.72
O 0.8848 3.9909 -4.1204 -1.66 1.63 0.29
H 0.4022 4.8960 -4.2036 1.16 -2.72 0.36
H 0.3049 3.3326 -3.5683 1.30 1.90 -0.95
O -4.8905 -1.4216 -3.0744 4.65 1.55 3.38
H -5.2895 -1.7526 -3.7696 -2.80 -2.86 -5.77
H -5.5477 -1.0449 -2.5747 -2.38 1.55 2.17
O -2.9127 2.1080 -4.7140 -0.41 -1.83 -0.20
H -3.3463 2.1534 -3.8473 0.13 -0.14 -0.29
H -3.0020 1.1285 -4.9572 0.44 2.04 0.54
O -3.3283 2.3237 3.3168 -0.89 -5.39 4.63
H -3.6332 3.1157 3.5457 -1.56 5.11 0.47
H -2.9030 2.2091 2.5567 2.35 0.37 -4.88
```
Forces are in eV/Å.

Computed properties:
* gap between HOMO and LUMO: 9.26 eV
* total charge: 0
* E_LUMO: -0.0200 Ha
* ΔE to the lowest compared entry with this formula, charge and spin: 2008.0 kJ/mol
* 2S+1: 1
* energy: -83185.0042 eV